81
Properties=species:S:1:pos:R:3:lowdin_spin:R:1 method="wB97M-V/def2-TZVPD" charge=-1 spin_multiplicity=3 e_homo_ev="-4.47 / -5.14" molar_mass_g_mol=747.8 s_squared=2.03
O -12.64969 -4.61695 1.44088 -0.15
V -11.34100 -4.22656 0.66180 2.08
C -11.30065 -2.14723 -1.03258 0.01
O -11.40159 -1.51088 -2.03963 0.00
O -10.38747 -2.95215 -0.71936 0.01
O -12.20857 -2.44896 -0.25200 0.02
O -8.14379 -3.33821 -5.34591 0.00
S -7.49045 -2.12546 -4.74299 0.00
O -6.17990 -2.19599 -4.07320 0.00
O -7.32362 -1.06969 -6.00839 0.00
C -8.46870 -0.72605 -6.71760 0.00
C -8.05025 -0.05237 -8.05834 0.00
C -8.71508 -1.27267 -3.74617 0.00
H -9.03757 0.06811 -6.23407 0.00
H -9.16978 -1.54312 -6.88782 0.00
H -7.45438 -0.78937 -8.59674 0.00
H -7.36356 0.77483 -7.87860 0.00
H -8.88966 0.39599 -8.58982 0.00
H -8.46862 -0.21104 -3.72886 0.00
H -8.56466 -1.66163 -2.73910 0.00
H -9.67481 -1.44959 -4.23167 0.00
O -14.95044 -4.58212 -0.10313 0.00
S -15.40158 -4.20234 -1.45316 0.00
O -15.32123 -5.19557 -2.53933 0.00
O -16.97244 -3.83852 -1.34353 0.00
C -17.46502 -3.11271 -0.12787 0.00
C -18.46681 -2.08128 -0.59270 0.00
C -14.73199 -2.56638 -1.89961 0.00
H -16.67622 -2.54965 0.37098 0.00
H -17.74993 -3.86433 0.60834 0.00
H -18.75881 -1.30149 0.11070 0.00
H -19.35975 -2.52500 -1.03302 0.00
H -17.95726 -1.57168 -1.41048 0.00
H -13.73529 -2.73523 -2.30725 0.00
H -14.60116 -1.99939 -0.97792 0.00
H -15.42458 -2.03036 -2.54852 0.00
O -3.68652 -0.61536 1.05242 0.00
S -5.11280 -0.39909 1.41210 0.00
O -5.80867 0.89443 1.49725 0.00
O -6.00149 -1.37390 0.40478 0.00
C -5.79769 -2.78174 0.30693 0.00
C -6.56243 -3.21180 -0.97025 0.00
C -5.27097 -1.27750 3.04603 0.00
H -6.32618 -3.25248 1.13590 0.00
H -4.74968 -3.08137 0.30728 0.00
H -6.29233 -2.58472 -1.81990 0.00
H -7.63676 -3.03553 -0.91688 0.00
H -6.33606 -4.22995 -1.28683 0.00
H -6.25770 -1.25527 3.50860 0.00
H -4.51818 -0.90741 3.74204 0.00
H -4.92981 -2.29022 2.83131 0.00
O -12.62398 3.64802 -4.34013 0.00
S -12.39898 3.22275 -2.93322 0.00
O -12.03752 4.20445 -1.93970 0.00
O -13.73245 2.42964 -2.47232 0.00
C -14.27765 2.54242 -1.14981 0.00
C -13.83359 1.30983 -0.29837 0.00
C -11.22772 1.71280 -2.97955 0.00
H -15.34265 2.67310 -1.34167 0.00
H -13.96022 3.45044 -0.63714 0.00
H -14.29062 0.43645 -0.76359 0.00
H -14.17854 1.35819 0.73447 0.00
H -12.74849 1.24156 -0.22103 0.00
H -11.74236 0.90151 -3.49438 0.00
H -10.89973 1.51195 -1.95966 0.00
H -10.36131 1.90312 -3.61297 0.00
O -11.26656 -5.73902 -1.09974 0.02
S -10.57356 -6.32575 -2.23216 0.01
O -10.37365 -7.79141 -2.39948 0.00
O -11.32701 -5.74050 -3.58691 0.00
C -11.76763 -4.36384 -3.59800 0.00
C -12.89946 -4.15067 -4.55179 0.00
C -8.98177 -5.38064 -2.51013 0.00
H -10.92627 -3.77726 -3.96696 0.00
H -12.07761 -4.08216 -2.59169 0.00
H -12.61822 -4.46413 -5.55715 0.00
H -13.29373 -3.13757 -4.47247 0.00
H -13.76612 -4.78170 -4.35478 0.00
H -8.60166 -5.59029 -3.50996 0.00
H -8.34028 -5.72694 -1.69978 0.00
H -9.28435 -4.34216 -2.37557 0.00


60
Properties=species:S:1:pos:R:3:lowdin_charge:R:1 method="wB97M-V/def2-TZVPD" spin_multiplicity=1 e_homo_ev=-9.30 e_above_lowest_kcal_mol=0.0 molar_mass_g_mol=296.5
C 36.44800 66.07600 25.15700 -0.08
C 36.20400 67.19700 24.20200 -0.29
O 34.88200 67.72000 24.29300 -0.14
C 34.68200 68.83700 23.46300 -0.34
C 33.30300 69.17500 23.34600 -0.07
H 35.55400 65.29400 25.01400 0.14
H 36.36600 66.34600 26.17900 0.07
H 37.14500 65.53800 25.01200 -0.05
H 36.53200 66.76200 23.03200 0.18
H 36.96000 68.08100 24.44500 0.14
H 35.00400 68.70200 22.46500 0.10
H 35.25300 69.51700 23.91000 0.08
H 32.61200 68.45500 22.92900 0.08
H 33.36000 70.09900 22.71400 0.11
H 32.97600 69.46400 24.36100 0.09
C 33.53800 68.43000 19.54700 -0.07
C 32.71500 69.79000 19.28500 -0.21
O 31.29500 69.42200 19.22900 -0.19
C 30.41500 70.50000 18.81000 -0.25
C 29.17900 69.80300 18.73100 -0.08
H 34.63400 68.74900 19.80200 0.09
H 33.61100 67.71500 18.61900 0.09
H 33.02400 67.73900 20.33100 0.08
H 32.99800 70.31100 18.40800 0.10
H 32.92100 70.37000 20.03300 0.03
H 30.78100 70.83800 17.84800 0.13
H 30.48200 71.19800 19.60800 0.09
H 28.77500 69.36100 19.71000 0.09
H 28.92600 69.17000 18.01600 0.04
H 28.37900 70.47000 18.63800 0.07
C 29.63800 67.51100 21.82400 -0.08
C 28.17800 67.70500 21.55000 -0.21
O 27.81500 69.02400 22.12300 -0.17
C 26.54100 69.41200 21.98500 -0.44
C 26.21700 70.72000 22.37800 -0.10
H 30.05700 66.61600 21.52000 0.05
H 29.66400 67.46000 22.91800 0.09
H 30.38500 68.06200 21.25300 0.07
H 27.60700 66.97700 22.21300 0.14
H 27.89200 67.67700 20.51400 0.10
H 25.93400 68.60900 22.39200 0.11
H 26.12100 69.36600 20.81500 0.17
H 26.98500 71.39500 21.91600 0.11
H 26.44200 70.85100 23.57100 0.14
H 25.25200 70.87700 22.40000 0.02
C 31.77900 72.10900 26.66000 -0.04
C 30.79700 71.23400 25.81100 -0.29
O 30.81100 71.70300 24.51700 -0.12
C 30.06200 70.95200 23.61500 -0.33
C 30.18900 71.36200 22.24200 -0.06
H 31.81600 71.95300 27.59800 -0.01
H 31.72200 73.29100 26.35100 0.14
H 32.67000 71.92900 26.17900 0.03
H 29.72200 71.38000 26.10100 0.13
H 31.07000 70.16400 25.98300 0.12
H 29.02300 71.02900 23.69300 0.09
H 30.15000 69.98500 23.75600 0.07
H 29.75800 70.57500 21.64100 0.06
H 31.22400 71.17200 21.87400 0.09
H 29.62900 72.23800 22.16700 0.08


67
Properties=species:S:1:pos:R:3:lowdin_spin:R:1 method="wB97M-V/def2-TZVPD" charge=+1 spin_multiplicity=2 e_homo_ev="-10.30 / -10.30" e_above_lowest_kcal_mol=145.7 molar_mass_g_mol=543.3 s_squared=0.75
Ag -9.98477 15.49029 -23.50307 0.00
Br -8.93072 19.60052 -21.39327 1.00
C -2.74615 21.68695 -16.35926 0.00
C -3.86749 21.97049 -17.38987 0.00
C -3.31584 22.41157 -18.78281 0.00
O -2.68635 23.72984 -18.68112 0.00
C -3.30854 24.71273 -19.54835 0.00
N -4.62613 20.68813 -17.48549 0.00
H -2.16549 20.83075 -16.70260 0.00
H -3.20167 21.49257 -15.38828 0.00
H -2.07605 22.54597 -16.39308 0.00
H -4.45789 22.82440 -17.05767 0.00
H -4.17013 22.26260 -19.44319 0.00
H -2.54245 21.71114 -19.09804 0.00
H -2.67836 25.59370 -19.42632 0.00
H -4.21375 25.12830 -19.10563 0.00
H -3.24679 24.36054 -20.57803 0.00
H -4.04710 19.86778 -17.59425 0.00
H -5.20032 20.73608 -18.31501 0.00
C -13.94943 23.63684 -14.11173 0.00
O -14.18932 23.01107 -15.42577 0.00
C -13.86524 23.99650 -16.43902 0.00
C -13.47419 23.15949 -17.74466 0.00
N -14.40477 22.00285 -18.15615 0.00
C -15.69042 22.62883 -18.63929 0.00
C -15.63831 23.17868 -20.05102 0.00
O -16.97085 23.34626 -20.51131 0.00
C -17.31428 24.01769 -21.75006 0.00
H -13.08273 24.29142 -14.01968 0.00
H -13.86419 22.97044 -13.25338 0.00
H -14.65454 24.45728 -13.97840 0.00
H -13.08313 24.67184 -16.09215 0.00
H -14.71299 24.65772 -16.61852 0.00
H -12.46982 22.78134 -17.55401 0.00
H -13.34841 23.92177 -18.51356 0.00
H -13.96853 21.46871 -18.89404 0.00
H -16.07102 23.40826 -17.97919 0.00
H -16.51934 21.92114 -18.65229 0.00
H -15.15390 22.36517 -20.59107 0.00
H -15.15244 24.13772 -20.23068 0.00
H -18.34549 24.01152 -22.10315 0.00
H -16.62927 23.63611 -22.50720 0.00
H -17.05975 25.01687 -21.39657 0.00
C -8.60197 17.18587 -27.00218 0.00
O -8.40095 15.81971 -26.61853 0.00
C -8.23391 14.97052 -27.77717 0.00
C -8.58499 13.49321 -27.42545 0.00
N -8.61984 13.09183 -26.06372 0.00
C -7.35417 12.53535 -25.64506 0.00
C -6.20298 13.49263 -25.60265 0.00
O -6.48522 14.68380 -24.80602 0.00
C -5.61571 14.94547 -23.74691 0.00
H -7.65625 17.72607 -27.04546 0.00
H -9.25601 17.75300 -26.33985 0.00
H -9.22878 17.44719 -27.85479 0.00
H -7.19681 15.10176 -28.08585 0.00
H -8.73422 15.35648 -28.66534 0.00
H -8.14598 12.73543 -28.07440 0.00
H -9.66283 13.50395 -27.58743 0.00
H -9.22301 12.30918 -25.85454 0.00
H -7.04847 11.61381 -26.14046 0.00
H -7.56456 12.15471 -24.64559 0.00
H -5.81496 13.79771 -26.57448 0.00
H -5.37021 12.89589 -25.23048 0.00
H -4.73154 15.48396 -24.08801 0.00
H -5.36322 14.15857 -23.03618 0.00
H -6.23810 15.67390 -23.22715 0.00